The following is a quantum chemistry calculation of a single C17H18N4O3 molecule, from the Open Molecules 2025 dataset.

Summary:
orbital gap	8.239	eV
SMILES	COc1ccccc1NC(=O)C/C(C)=N/NC(=O)c1ccccn1
LUMO energy	0.006	Ha
ΔE to the lowest compared entry with this formula, charge and spin	46.3	kcal/mol
HOMO	-8.069	eV

Last column: natural (NBO) charge in e.
Cartesian coordinates (Å):
C (0.619, 1.172, 3.148)  -0.25
O (-0.450, 1.023, 2.248)  -0.51
C (-1.647, 0.549, 2.726)  0.26
C (-1.884, 0.168, 4.035)  -0.29
C (-3.136, -0.304, 4.407)  -0.22
C (-4.151, -0.398, 3.476)  -0.22
C (-3.928, -0.017, 2.163)  -0.24
C (-2.684, 0.456, 1.776)  0.17
N (-2.382, 0.868, 0.477)  -0.64
C (-3.134, 0.780, -0.643)  0.70
O (-4.259, 0.343, -0.721)  -0.60
C (-2.374, 1.326, -1.865)  -0.54
C (-1.118, 0.533, -2.061)  0.33
C (-1.174, -0.636, -2.984)  -0.71
N (-0.132, 0.891, -1.337)  -0.30
N (1.085, 0.269, -1.393)  -0.45
C (1.829, -0.028, -2.485)  0.61
O (1.482, 0.120, -3.643)  -0.62
C (3.179, -0.552, -2.105)  0.10
C (4.028, -1.037, -3.094)  -0.21
C (5.271, -1.519, -2.719)  -0.17
C (5.615, -1.497, -1.377)  -0.24
C (4.696, -0.992, -0.468)  0.04
N (3.509, -0.531, -0.815)  -0.44
H (1.442, 1.577, 2.562)  0.20
H (0.920, 0.211, 3.578)  0.18
H (0.372, 1.869, 3.954)  0.18
H (-1.104, 0.232, 4.777)  0.22
H (-3.305, -0.598, 5.432)  0.21
H (-5.122, -0.766, 3.766)  0.21
H (-4.711, -0.087, 1.427)  0.25
H (-1.426, 1.193, 0.356)  0.44
H (-2.134, 2.371, -1.668)  0.25
H (-3.025, 1.253, -2.734)  0.24
H (-0.636, -1.479, -2.548)  0.23
H (-2.203, -0.921, -3.183)  0.23
H (-0.672, -0.394, -3.922)  0.28
H (1.595, 0.288, -0.514)  0.43
H (3.699, -1.022, -4.121)  0.25
H (5.958, -1.903, -3.459)  0.22
H (6.573, -1.861, -1.040)  0.22
H (4.919, -0.951, 0.591)  0.20

The following is a quantum chemistry calculation of a single C17H18N4OS2 molecule, from the Open Molecules 2025 dataset.

Summary:
orbital gap	8.353	eV
SMILES	CCn1c(SCC(=O)N/N=C/c2ccc(C)s2)nc2ccccc21
LUMO energy	0.019	Ha
ΔE to the lowest compared entry with this formula, charge and spin	14.4	kcal/mol
HOMO	-7.829	eV

Last column: natural (NBO) charge in e.
Cartesian coordinates (Å):
C (3.023, -3.439, -1.434)  -0.62
C (2.258, -2.988, -2.676)  -0.21
N (1.326, -1.940, -2.359)  -0.39
C (1.579, -0.603, -2.361)  0.25
S (3.109, 0.070, -2.836)  0.29
C (2.795, 1.757, -2.235)  -0.61
C (2.192, 1.683, -0.832)  0.68
O (2.655, 0.968, 0.027)  -0.61
N (1.163, 2.560, -0.652)  -0.43
N (0.257, 2.619, 0.351)  -0.25
C (0.309, 1.881, 1.392)  0.03
C (-0.724, 1.991, 2.371)  -0.25
C (-0.845, 1.295, 3.546)  -0.21
C (-1.994, 1.642, 4.277)  -0.28
C (-2.754, 2.597, 3.667)  -0.17
C (-4.023, 3.202, 4.148)  -0.64
S (-2.055, 3.090, 2.159)  0.44
N (0.591, 0.135, -1.938)  -0.53
C (-0.392, -0.754, -1.585)  0.09
C (-1.648, -0.528, -1.038)  -0.21
C (-2.431, -1.632, -0.768)  -0.23
C (-1.988, -2.928, -1.035)  -0.22
C (-0.740, -3.172, -1.575)  -0.25
C (0.055, -2.071, -1.842)  0.16
H (2.335, -3.824, -0.685)  0.21
H (3.566, -2.600, -1.007)  0.22
H (3.732, -4.219, -1.697)  0.21
H (2.955, -2.604, -3.428)  0.21
H (1.699, -3.823, -3.107)  0.21
H (2.144, 2.261, -2.947)  0.23
H (3.771, 2.242, -2.199)  0.25
H (0.848, 3.101, -1.446)  0.39
H (1.086, 1.148, 1.593)  0.22
H (-0.127, 0.561, 3.867)  0.22
H (-2.252, 1.201, 5.224)  0.22
H (-4.825, 3.036, 3.429)  0.22
H (-4.309, 2.764, 5.101)  0.22
H (-3.911, 4.279, 4.275)  0.22
H (-1.982, 0.476, -0.828)  0.23
H (-3.411, -1.493, -0.338)  0.21
H (-2.637, -3.761, -0.808)  0.21
H (-0.402, -4.179, -1.772)  0.21

The following is a quantum chemistry calculation of a molecular structure, C17H18N6O2OsS4, from the Open Molecules 2025 dataset.

Summary:
charge	+2
orbital gap	6.145	eV
LUMO energy	-0.312	Ha
HOMO	-14.646	eV

Last column: natural (NBO) charge in e.
Cartesian coordinates (Å):
Os (0.239, -0.631, -2.294)  0.96
S (0.266, 1.110, -3.854)  0.18
C (-0.954, 1.666, -2.744)  -0.12
N (-0.917, 0.933, -1.653)  -0.45
C (-1.986, 1.214, -0.789)  0.16
C (-2.208, 0.722, 0.492)  -0.25
C (-3.304, 1.191, 1.191)  -0.17
C (-4.159, 2.149, 0.642)  -0.18
C (-3.918, 2.681, -0.610)  -0.19
C (-2.820, 2.207, -1.318)  -0.22
S (-2.251, 2.752, -2.887)  0.57
H (-1.519, 0.024, 0.937)  0.21
H (-3.494, 0.829, 2.193)  0.23
H (-5.008, 2.499, 1.214)  0.25
H (-4.558, 3.451, -1.021)  0.25
N (4.031, 3.526, 0.795)  -0.79
C (3.650, 2.245, 0.949)  0.65
O (3.335, 1.726, 2.001)  -0.58
C (3.586, 1.400, -0.305)  -0.13
C (4.707, 0.799, -0.864)  -0.10
C (4.541, -0.106, -1.902)  -0.21
C (3.263, -0.408, -2.324)  0.05
N (2.180, 0.160, -1.769)  -0.49
C (2.341, 1.066, -0.797)  0.08
H (4.128, 4.102, 1.616)  0.43
H (4.322, 3.896, -0.093)  0.41
H (5.696, 1.025, -0.484)  0.26
H (5.388, -0.591, -2.368)  0.26
H (3.093, -1.125, -3.121)  0.22
H (1.438, 1.483, -0.368)  0.23
C (0.929, -1.735, 2.714)  -0.42
N (-0.262, -2.162, 1.988)  -0.35
C (-1.478, -2.583, 2.711)  -0.23
C (-2.459, -2.944, 1.578)  -0.23
N (-1.675, -2.624, 0.377)  -0.55
C (-0.453, -2.233, 0.687)  0.38
S (0.835, -1.948, -0.463)  -0.04
H (1.396, -2.592, 3.199)  0.23
H (0.638, -1.010, 3.472)  0.23
H (1.637, -1.270, 2.034)  0.24
H (-1.828, -1.757, 3.330)  0.22
H (-1.249, -3.426, 3.360)  0.24
H (-3.371, -2.351, 1.607)  0.23
H (-2.727, -3.998, 1.578)  0.24
H (-1.990, -2.817, -0.563)  0.46
O (-3.108, -2.951, -2.057)  -0.86
S (-2.625, -2.139, -3.159)  1.53
N (-1.317, -1.454, -2.859)  -0.86

The following is a quantum chemistry calculation of a molecular structure, C17H18N6OS2Sc, from the Open Molecules 2025 dataset.

Summary:
charge	+1
orbital gap	7.764	eV
LUMO energy	-0.134	Ha
ΔE to the lowest compared entry with this formula, charge and spin	0.0	kcal/mol
HOMO	-11.420	eV

Last column: natural (NBO) charge in e.
Cartesian coordinates (Å):
Sc (0.226, 0.852, 0.680)  1.35
C (1.058, 0.679, -2.875)  -0.20
C (-0.197, 0.461, -3.480)  -0.18
C (-1.307, 1.208, -3.063)  -0.19
C (-1.169, 2.195, -2.085)  -0.18
C (0.088, 2.482, -1.535)  -0.32
C (1.199, 1.714, -1.946)  -0.24
H (1.954, 0.191, -3.268)  0.24
H (-0.300, -0.182, -4.374)  0.24
H (-2.232, 0.902, -3.528)  0.24
H (-1.975, 2.844, -1.762)  0.24
H (0.127, 3.373, -0.879)  0.25
H (2.117, 1.983, -1.555)  0.24
S (-1.337, 1.676, 2.251)  -0.17
C (-1.097, -0.076, 2.478)  -0.27
S (0.491, -0.796, 2.407)  -0.15
C (-2.172, -0.836, 2.787)  -0.32
C (-3.545, -0.380, 2.702)  0.27
N (-4.666, -0.143, 2.646)  -0.28
C (-2.130, -2.237, 3.214)  0.25
N (-2.162, -3.174, 3.866)  -0.24
N (-3.071, 0.102, -0.242)  -0.78
C (-2.219, -0.901, -0.601)  0.44
C (-2.670, -2.121, -1.128)  -0.29
C (-1.744, -3.064, -1.470)  -0.11
C (-0.389, -2.924, -1.234)  -0.29
C (-0.026, -1.630, -0.735)  0.10
N (-0.901, -0.654, -0.383)  -0.65
H (-4.027, -0.184, -0.104)  0.41
H (-2.785, 0.835, 0.389)  0.42
H (-3.756, -2.248, -1.127)  0.24
H (-2.142, -4.051, -1.768)  0.24
H (0.335, -3.622, -1.596)  0.25
H (1.050, -1.512, -0.510)  0.21
C (4.302, -0.129, 0.519)  -0.41
N (4.066, 0.595, 1.735)  -0.56
C (2.992, 1.355, 1.865)  0.83
N (2.814, 2.009, 2.952)  -0.75
O (2.130, 1.532, 0.911)  -0.78
H (4.199, 0.494, -0.329)  0.21
H (3.596, -0.979, 0.402)  0.20
H (5.278, -0.588, 0.510)  0.24
H (4.753, 0.586, 2.412)  0.41
H (3.287, 1.807, 3.808)  0.42
H (1.954, 2.556, 3.044)  0.43

The following is a quantum chemistry calculation of a molecular structure, C17H18N7O6S2Sr, from the Open Molecules 2025 dataset.

Summary:
charge	-1
orbital gap	5.910	eV
LUMO energy	0.044	Ha
ΔE to the lowest compared entry with this formula, charge and spin	11.6	kcal/mol
HOMO	-4.700	eV

Last column: natural (NBO) charge in e.
Cartesian coordinates (Å):
Sr (-0.100, -1.098, -1.306)  1.77
N (2.612, -0.422, -1.585)  -0.88
C (3.433, -1.548, -1.106)  -0.17
C (4.405, -1.173, 0.020)  -0.40
C (3.783, -0.659, 1.325)  -0.45
C (3.319, -1.753, 2.313)  -0.24
N (1.939, -1.552, 2.764)  -0.56
C (0.871, -2.269, 2.422)  0.69
N (-0.345, -1.827, 2.801)  -0.79
N (0.956, -3.445, 1.798)  -0.79
C (2.544, -2.753, -0.732)  0.79
O (3.062, -3.658, -0.051)  -0.76
O (1.348, -2.729, -1.136)  -0.86
H (2.938, -0.073, -2.475)  0.37
H (2.627, 0.362, -0.940)  0.39
H (4.046, -1.913, -1.935)  0.21
H (5.052, -0.385, -0.376)  0.20
H (5.041, -2.036, 0.228)  0.22
H (2.934, -0.004, 1.112)  0.24
H (4.522, -0.034, 1.828)  0.21
H (3.950, -1.741, 3.202)  0.20
H (3.410, -2.736, 1.862)  0.25
H (1.723, -0.608, 3.058)  0.42
H (-0.391, -0.831, 2.987)  0.42
H (-1.087, -2.108, 2.166)  0.43
H (1.775, -3.661, 1.217)  0.45
H (0.090, -3.765, 1.386)  0.42
S (-0.357, 1.748, -1.685)  -0.45
C (-0.017, 1.970, -0.011)  -0.18
S (0.279, 0.590, 1.008)  -0.57
C (0.045, 3.242, 0.554)  -0.50
C (0.342, 3.422, 1.936)  0.33
N (0.582, 3.568, 3.056)  -0.42
C (-0.161, 4.426, -0.214)  0.33
N (-0.298, 5.404, -0.811)  -0.40
O (-1.886, -2.412, -2.119)  -0.77
C (-2.168, -2.745, -0.947)  0.77
O (-1.521, -2.385, 0.078)  -0.83
C (-3.374, -3.628, -0.732)  -0.14
C (-4.046, -3.613, 0.483)  -0.14
C (-5.167, -4.407, 0.680)  -0.22
C (-5.611, -5.243, -0.331)  -0.21
C (-4.924, -5.247, -1.533)  0.08
C (-3.822, -4.444, -1.759)  -0.18
N (-5.394, -6.135, -2.611)  0.52
O (-6.302, -6.904, -2.354)  -0.39
O (-4.845, -6.058, -3.690)  -0.37
H (-3.684, -2.964, 1.270)  0.23
H (-5.697, -4.377, 1.622)  0.22
H (-6.471, -5.883, -0.207)  0.24
H (-3.323, -4.443, -2.717)  0.27

The following is a quantum chemistry calculation of a single C17H18O5 molecule, from the Open Molecules 2025 dataset.

Summary:
orbital gap	8.618	eV
SMILES	Cc1c(O[C@H](C)C(=O)O)ccc2c3c(c(=O)oc12)CCCC3
LUMO energy	0.014	Ha
ΔE to the lowest compared entry with this formula, charge and spin	0.0	kcal/mol
HOMO	-8.249	eV

Last column: natural (NBO) charge in e.
Cartesian coordinates (Å):
C (1.477, 2.774, 0.201)  -0.64
C (0.969, 1.371, 0.098)  -0.11
C (1.864, 0.298, 0.057)  0.33
O (3.177, 0.644, 0.115)  -0.48
C (4.182, -0.334, -0.008)  0.00
C (4.497, -1.005, 1.334)  -0.63
C (5.431, 0.382, -0.515)  0.78
O (5.570, 1.564, -0.626)  -0.56
O (6.387, -0.503, -0.827)  -0.69
C (1.381, -1.008, -0.044)  -0.32
C (0.027, -1.250, -0.098)  -0.16
C (-0.900, -0.206, -0.051)  -0.17
C (-2.332, -0.386, -0.101)  0.09
C (-3.134, 0.705, -0.109)  -0.14
C (-2.583, 2.052, -0.015)  0.76
O (-3.244, 3.064, -0.008)  -0.57
O (-1.229, 2.175, 0.076)  -0.47
C (-0.400, 1.105, 0.042)  0.41
C (-4.629, 0.637, -0.205)  -0.42
C (-5.095, -0.721, -0.712)  -0.39
C (-4.400, -1.814, 0.091)  -0.39
C (-2.896, -1.777, -0.166)  -0.44
H (2.421, 2.866, -0.329)  0.24
H (0.748, 3.470, -0.202)  0.23
H (1.654, 3.030, 1.245)  0.22
H (3.917, -1.090, -0.761)  0.20
H (5.298, -1.727, 1.207)  0.23
H (3.613, -1.508, 1.717)  0.22
H (4.801, -0.248, 2.053)  0.22
H (7.184, -0.042, -1.135)  0.50
H (2.055, -1.849, -0.079)  0.22
H (-0.315, -2.268, -0.181)  0.22
H (-4.971, 1.446, -0.854)  0.24
H (-5.051, 0.833, 0.786)  0.22
H (-6.178, -0.804, -0.615)  0.21
H (-4.840, -0.828, -1.768)  0.20
H (-4.791, -2.797, -0.176)  0.21
H (-4.593, -1.653, 1.154)  0.20
H (-2.388, -2.408, 0.566)  0.22
H (-2.682, -2.186, -1.159)  0.22

The following is a quantum chemistry calculation of a molecular structure, C17H19As2N3OsS3, from the Open Molecules 2025 dataset.

Summary:
charge	+2
orbital gap (alpha / beta)	6.184 / 6.414	eV
LUMO energy (alpha / beta)	-0.350 / -0.330	Ha
ΔE to the lowest compared entry with this formula, charge and spin	0.0	kcal/mol
HOMO (alpha / beta)	-15.696 / -15.405	eV

Last column: natural (NBO) charge in e.
Cartesian coordinates (Å):
Os (0.221, 0.117, -0.083)  0.08
S (-0.588, 2.204, -0.768)  0.27
C (-1.739, 2.606, 0.372)  -0.23
C (-2.441, 3.840, 0.232)  0.17
N (-3.005, 4.834, 0.114)  -0.10
C (-1.985, 1.774, 1.486)  -0.29
S (-1.088, 0.372, 1.710)  0.42
C (-2.957, 2.124, 2.468)  0.18
N (-3.728, 2.399, 3.274)  -0.11
C (0.475, -2.727, 2.480)  -0.94
As (1.055, -2.070, 0.758)  1.13
C (0.770, -3.595, -0.396)  -0.93
C (2.976, -1.824, 0.904)  -0.37
C (3.875, -2.882, 0.937)  -0.19
C (5.242, -2.632, 0.968)  -0.16
C (5.715, -1.329, 0.959)  -0.18
C (4.826, -0.261, 0.936)  -0.14
C (3.460, -0.510, 0.918)  -0.41
As (2.173, 0.927, 1.033)  1.35
C (2.975, 2.536, 0.354)  -0.95
C (1.973, 1.245, 2.927)  -0.94
H (0.941, -3.699, 2.639)  0.26
H (-0.608, -2.840, 2.485)  0.26
H (0.777, -2.050, 3.278)  0.25
H (1.472, -4.388, -0.145)  0.26
H (0.890, -3.315, -1.439)  0.25
H (-0.245, -3.957, -0.233)  0.26
H (3.525, -3.907, 0.932)  0.23
H (5.938, -3.459, 0.994)  0.25
H (6.780, -1.139, 0.977)  0.25
H (5.216, 0.749, 0.941)  0.22
H (3.843, 2.741, 0.980)  0.26
H (2.268, 3.360, 0.443)  0.27
H (3.274, 2.415, -0.685)  0.26
H (2.970, 1.396, 3.339)  0.27
H (1.511, 0.375, 3.392)  0.25
H (1.363, 2.128, 3.109)  0.26
S (0.958, -0.439, -4.581)  0.65
C (2.256, -1.151, -3.728)  -0.41
C (2.084, -0.997, -2.397)  -0.05
N (0.929, -0.318, -2.047)  -0.56
C (0.254, 0.036, -3.136)  -0.15
H (3.074, -1.630, -4.240)  0.29
H (2.758, -1.342, -1.627)  0.24
H (-0.678, 0.579, -3.108)  0.26

The following is a quantum chemistry calculation of a molecular structure, C17H19AsBr4GeInO8SSe, from the Open Molecules 2025 dataset.

Summary:
charge	-1
orbital gap	7.274	eV
LUMO energy	0.085	Ha
HOMO	-4.949	eV

Last column: Löwdin charge in e.
Cartesian coordinates (Å):
In (-1.075, 0.349, -0.466)  0.76
O (-0.374, -2.355, 2.225)  -0.37
As (-0.335, -0.646, 2.708)  1.17
O (-2.158, -0.315, 2.604)  -0.31
O (0.039, 0.158, 1.245)  -0.60
C (-3.095, -1.263, 2.788)  -0.37
C (-3.460, -1.674, 4.068)  -0.01
C (-4.456, -2.619, 4.244)  -0.08
C (-5.115, -3.167, 3.151)  -0.09
C (-4.765, -2.763, 1.873)  -0.05
C (-3.760, -1.823, 1.692)  -0.19
S (-3.319, -1.358, 0.045)  0.56
O (-3.282, 0.122, -0.012)  -0.31
O (-4.247, -2.000, -0.834)  -0.26
O (-1.889, -1.781, -0.134)  -0.37
H (-0.817, -2.445, 1.361)  0.00
H (-2.949, -1.233, 4.914)  0.12
H (-4.723, -2.929, 5.247)  0.10
H (-5.897, -3.901, 3.292)  0.10
H (-5.258, -3.164, 0.999)  0.11
Br (0.551, 5.416, -4.925)  0.67
C (-0.057, 3.782, -4.191)  -0.76
C (-0.331, 2.698, -5.008)  -0.76
Br (-0.100, 2.818, -6.881)  0.67
C (-0.776, 1.498, -4.440)  -0.64
Br (-1.137, -0.035, -5.482)  0.75
C (-0.974, 1.370, -3.070)  -0.45
O (-1.396, 0.249, -2.518)  -0.21
C (-0.681, 2.488, -2.225)  -0.41
O (-0.836, 2.356, -0.920)  -0.17
C (-0.227, 3.665, -2.805)  -0.64
Br (0.157, 5.089, -1.624)  0.75
C (3.328, -0.507, 1.882)  -0.22
Ge (3.557, 0.800, 0.445)  0.76
C (5.446, 1.348, 0.482)  -0.23
C (2.450, 2.391, 0.604)  -0.20
C (3.299, -0.026, -1.324)  -0.58
Se (1.512, -0.567, -1.891)  0.99
C (1.414, -2.282, -0.982)  -0.37
H (3.356, -0.006, 2.851)  0.02
H (4.140, -1.236, 1.851)  0.02
H (2.382, -1.035, 1.798)  -0.04
H (5.686, 1.818, 1.437)  0.01
H (5.658, 2.066, -0.312)  0.01
H (6.104, 0.487, 0.352)  0.01
H (2.581, 2.841, 1.590)  0.03
H (1.393, 2.169, 0.469)  -0.01
H (2.749, 3.123, -0.148)  0.02
H (3.954, -0.889, -1.461)  0.02
H (3.597, 0.713, -2.071)  0.01
H (1.404, -2.149, 0.096)  0.00
H (2.252, -2.905, -1.290)  0.03
H (0.479, -2.744, -1.295)  0.03